1.
Below is C31H36Cl5CsF3N5O12P2S2 as an isolated structure at a distorted geometry, with properties calculated with ωB97M-V/def2-TZVPD.

```
97
C31H36Cl5CsF3N5O12P2S2 ωB97M-V/def2-TZVPD
Cs 0.8015 -1.3745 -3.0778
Cl 0.4177 5.5871 -8.2279
C 0.4534 4.1848 -7.1830
C -0.5892 3.9890 -6.2966
Cl -1.6670 5.3116 -6.0308
C -0.7248 2.8422 -5.5005
Cl -1.9566 2.8067 -4.3126
C 0.1633 1.7366 -5.6772
O -0.1361 0.6220 -5.1623
C 1.3229 2.0366 -6.5024
Cl 2.4186 0.7538 -6.6095
C 1.4852 3.2281 -7.2259
Cl 2.9174 3.5072 -8.2281
C -4.5301 -4.9838 -2.3606
C -3.2560 -5.8124 -2.0910
O -3.3148 -7.0089 -2.7822
P -1.7923 -5.0768 -2.7940
O -0.5458 -5.8485 -2.3038
O -1.6760 -5.2925 -4.3602
O -1.7563 -3.6721 -2.4424
P -3.1319 -6.2603 -0.2766
O -1.5379 -5.8651 0.0219
O -3.1827 -7.7217 -0.2356
O -4.0249 -5.3662 0.4501
H -4.6384 -4.9401 -3.4635
H -4.4634 -3.9574 -1.9035
H -5.4307 -5.4227 -1.9040
H -3.3920 -7.7203 -2.1451
H -0.7052 -6.1089 -1.3717
H -2.1712 -4.6573 -4.8133
H -1.4137 -5.0008 0.4166
F 3.0468 -4.9446 2.8115
C 4.1074 -4.2353 2.4444
F 5.0748 -5.1810 2.2118
F 4.5166 -3.5422 3.4748
C 3.8822 -3.4162 1.2166
C 4.8176 -3.5194 0.2283
C 4.7454 -2.7737 -0.9291
C 3.6002 -1.9951 -1.0462
N 2.6442 -1.8986 -0.1162
C 2.7998 -2.5186 1.0813
S 1.8005 -2.0341 2.3580
H 5.7269 -4.1379 0.4218
H 5.4998 -2.6970 -1.6987
H 3.4609 -1.4274 -1.9369
C -1.4530 4.8942 6.5153
C -2.6972 4.2367 5.8659
S -2.2595 2.5873 5.3631
O -1.3290 2.7070 4.2545
O -1.7768 1.9108 6.5143
C -3.7785 1.7605 4.9234
C -3.7786 0.5237 3.9889
N -2.9854 0.7773 2.8736
C -1.6622 0.4106 2.6278
N -1.1563 1.2064 1.6550
C -2.1533 2.0095 1.2207
C -3.2646 1.8775 2.0174
N -4.4192 2.5615 1.9305
O -5.4803 2.1673 2.3955
O -4.3582 3.6456 1.2775
C -1.0182 -0.6687 3.4224
H -1.8176 5.8010 7.0692
H -0.6555 5.1165 5.7403
H -1.0255 4.2711 7.2966
H -2.9344 4.8378 4.9305
H -3.5114 4.3138 6.5649
H -4.4071 2.5609 4.5514
H -4.2621 1.5473 5.8261
H -4.7935 0.4286 3.5929
H -3.4345 -0.3919 4.5173
H -1.9822 2.6076 0.3353
H -0.9871 -1.6006 2.8290
H -1.3893 -0.7279 4.4448
H 0.0075 -0.3678 3.4483
C 2.3567 3.1915 1.1400
N 1.3661 2.2722 0.4883
C 0.5501 2.8912 -0.5742
C 2.0341 0.9918 -0.0101
C 3.1598 1.2792 -0.9467
C 4.4702 1.3539 -0.3664
C 5.4540 1.7353 -1.2671
C 5.1689 1.9859 -2.6004
C 3.8860 1.9038 -3.0669
C 2.7217 1.5496 -2.2875
H 1.8517 3.9378 1.7656
H 2.9486 3.6107 0.3306
H 2.9701 2.5146 1.6972
H 0.6860 1.9842 1.1754
H 0.9686 2.5969 -1.5223
H 0.6609 3.9744 -0.4167
H -0.4363 2.4243 -0.5357
H 1.1996 0.3882 -0.3696
H 2.3608 0.4455 0.8943
H 4.5857 1.2392 0.7125
H 6.4670 1.8887 -0.9523
H 5.9468 2.3935 -3.3120
H 3.7199 2.2497 -4.0962
```

Electronic energy = -176315.089 eV
Highest occupied orbital energy = -2.98 eV
E_LUMO = 0.0750 Ha
Charge = -2
Frontier orbital gap = 5.02 eV
Energy relative to the best compared isomer or geometry (same formula, charge and spin) = 78.6 kcal per mole
Molar mass = 1163.90 g mol⁻¹

=====

2.
Below is a 9-piece molecular cluster, C42H105F4N9O22S4 overall at a distorted geometry, with properties calculated with ωB97M-V/def2-TZVPD.

```
186
C42H105F4N9O22S4 ωB97M-V/def2-TZVPD
N 0.2164 0.1820 2.3080
S -1.1919 0.6895 2.4987
O -2.1311 -0.3110 3.0447
O -1.6189 1.8697 1.7502
F -0.8326 1.3964 3.9211
S -0.2943 -0.8030 0.8985
O -1.6916 -1.0138 0.4755
O 0.4300 -2.0698 0.7043
F 0.3241 0.1205 -0.2940
N 1.6252 5.6203 4.4232
S 0.4232 5.2236 3.5590
O -0.7735 6.0168 3.8347
O 0.2944 3.8153 3.1253
F 1.0173 6.0474 2.2682
S 1.3720 4.5021 5.6330
O 1.7321 3.1386 5.2987
O 0.1484 4.7314 6.4326
F 2.4421 5.0990 6.7293
C -1.9106 0.6581 8.6283
O -2.0166 -0.5895 7.9337
C -2.9220 -0.4459 6.8936
C -3.3260 -1.7661 6.2314
N -3.9452 -1.4949 4.9164
C -4.5818 -2.6410 4.2503
C -3.4915 -3.4032 3.4692
O -3.7980 -3.9631 2.2680
C -3.8171 -3.0672 1.2132
H -2.8377 0.7996 9.1838
H -1.5940 1.5519 8.0906
H -1.2156 0.6149 9.4669
H -2.3551 0.1362 6.1670
H -3.7955 0.1872 7.0494
H -4.0146 -2.2224 6.9427
H -2.4628 -2.4040 6.0419
H -3.3358 -1.0068 4.2758
H -5.4244 -2.2596 3.6735
H -4.8778 -3.3863 4.9885
H -3.1915 -4.1679 4.1858
H -2.6074 -2.7694 3.4012
H -4.7035 -3.3682 0.6549
H -2.9996 -3.3925 0.5698
H -3.8655 -1.9915 1.3826
C 1.3742 0.4986 -10.5888
O 0.3930 0.2333 -9.5860
C 0.2088 -1.1041 -9.2668
C -0.8853 -1.2894 -8.1188
N -0.3372 -1.1953 -6.7854
C -1.3461 -1.5313 -5.7205
C -0.8818 -1.3564 -4.2592
O -0.5863 -2.6315 -3.7293
C -0.1984 -2.5325 -2.4124
H 1.2718 -0.0813 -11.5060
H 2.4152 0.3920 -10.2838
H 1.2469 1.5448 -10.8673
H 1.1882 -1.5485 -9.0897
H -0.2074 -1.5606 -10.1649
H -1.4510 -2.2075 -8.2772
H -1.6209 -0.4911 -8.0200
H 0.1818 -0.3368 -6.6684
H -1.6216 -2.5777 -5.8514
H -2.2231 -0.8991 -5.8597
H -1.6285 -0.9494 -3.5774
H -0.0170 -0.6955 -4.2002
H 0.1377 -3.5265 -2.1173
H -1.0916 -2.3213 -1.8244
H 0.5868 -1.8333 -2.1248
C 0.3562 -5.6176 1.7876
O 1.3325 -5.9374 2.7810
C 1.6589 -4.8995 3.6776
C 2.5347 -5.4320 4.9046
N 3.8998 -5.5822 4.5491
C 4.7059 -6.1456 5.5535
C 6.2057 -6.1786 5.0904
O 6.4424 -7.0206 3.8751
C 7.8325 -7.5176 3.8524
H -0.6071 -5.3732 2.2353
H 0.2099 -6.5570 1.2544
H 0.5810 -4.7432 1.1769
H 0.7805 -4.4435 4.1343
H 2.1329 -4.0228 3.2363
H 2.1365 -6.4407 5.0143
H 2.3641 -4.8796 5.8286
H 3.9434 -6.1464 3.7126
H 4.3629 -7.1287 5.8759
H 4.5814 -5.5226 6.4392
H 6.9061 -6.4938 5.8638
H 6.5244 -5.1474 4.9382
H 7.9711 -8.0130 4.8134
H 8.5621 -6.7078 3.8447
H 8.0231 -8.2433 3.0618
C -5.9868 1.5853 -0.2011
O -5.2440 1.7150 -1.4353
C -3.7645 1.8447 -1.2135
C -3.0710 1.8715 -2.5324
N -3.4920 2.9561 -3.3406
C -2.7183 2.9960 -4.6541
C -2.8690 1.7310 -5.5759
O -1.9408 1.8265 -6.7156
C -2.4189 2.6649 -7.7466
H -5.6533 0.7342 0.3927
H -6.9743 1.2907 -0.5561
H -6.0019 2.5368 0.3304
H -3.3522 1.0098 -0.6469
H -3.5932 2.8248 -0.7684
H -3.2835 0.9680 -3.1040
H -1.9824 1.8428 -2.4857
H -4.4164 2.5649 -3.4525
H -1.6783 2.9534 -4.3308
H -2.9227 3.9690 -5.1007
H -3.8846 1.5980 -5.9488
H -2.4352 0.9165 -4.9958
H -2.5075 3.6835 -7.3690
H -3.2675 2.3366 -8.3468
H -1.6481 2.6442 -8.5169
C -4.0846 4.1669 2.0537
O -5.1848 4.7618 1.4430
C -4.8058 6.0117 0.8177
C -5.1368 6.0096 -0.7479
N -6.5185 5.5234 -0.8496
C -7.0003 4.9482 -2.0994
C -8.4631 4.5314 -1.9078
O -8.5465 3.5379 -0.9444
C -9.9299 3.0876 -0.7611
H -3.6215 4.8814 2.7343
H -3.2401 3.9233 1.4091
H -4.5115 3.4310 2.7351
H -3.7192 6.0730 0.8773
H -5.3388 6.9093 1.1314
H -4.4975 5.3805 -1.3673
H -5.2152 7.0275 -1.1298
H -6.7958 4.8639 -0.1367
H -6.3605 4.0734 -2.2163
H -6.9294 5.5834 -2.9823
H -8.9894 4.4169 -2.8553
H -8.9258 5.4727 -1.6111
H -9.9264 2.2636 -1.4747
H -10.5233 3.8099 -1.3216
H -10.2358 2.8880 0.2658
C 0.5923 -1.0569 5.9231
O 1.9092 -0.6502 6.1139
C 2.8778 -1.7573 6.2697
C 4.3196 -1.3110 6.1704
N 4.7153 -1.0119 4.8333
C 5.0316 -2.1272 3.9335
C 5.5332 -1.6212 2.6216
O 4.5021 -0.8154 1.9798
C 4.8501 -0.4571 0.6328
H -0.2731 -0.4067 6.0513
H 0.3921 -1.8981 6.5867
H 0.5416 -1.3893 4.8862
H 2.7668 -2.5381 5.5173
H 2.7858 -2.4411 7.1136
H 4.9076 -2.1414 6.5614
H 4.4789 -0.4986 6.8795
H 5.4762 -0.3565 4.7256
H 4.1565 -2.7337 3.7000
H 5.7338 -2.8230 4.3927
H 5.7846 -2.5554 2.1196
H 6.4621 -1.0692 2.7650
H 5.8760 -0.1180 0.4888
H 4.2056 0.3248 0.2310
H 4.8235 -1.2935 -0.0656
C 2.7187 1.6440 -2.4279
O 4.0902 1.6034 -2.6018
C 4.5014 0.7676 -3.6932
C 5.9725 0.8533 -3.9378
N 6.3880 2.1834 -4.3369
C 7.8387 2.1836 -4.7370
C 8.0405 1.6228 -6.2074
O 7.0193 2.3626 -6.9060
C 6.7010 1.8477 -8.1588
H 2.2421 0.6747 -2.2814
H 2.3039 2.3674 -3.1299
H 2.4702 2.1298 -1.4844
H 3.9972 1.1764 -4.5688
H 4.2356 -0.2835 -3.5806
H 6.1642 0.1247 -4.7255
H 6.4385 0.5729 -2.9931
H 6.0024 2.4844 -5.2205
H 8.3630 1.4066 -4.1808
H 8.4613 3.0480 -4.5063
H 7.6467 0.6067 -6.2264
H 9.0279 1.7963 -6.6353
H 7.4169 2.0189 -8.9627
H 5.9323 2.4547 -8.6371
H 6.4347 0.7911 -8.1300
```

Electronic energy = -157903.440 eV
Highest occupied orbital energy (spin up / spin down) = -6.08 / -6.08 eV
E_LUMO (spin up / spin down) = 0.0486 / -0.1110 Ha
2S+1 = 2
Charge = -1
Expectation value of S² = 0.75
Frontier orbital gap (spin up / spin down) = 7.40 / 3.06 eV
Molar mass = 1292.60 g mol⁻¹

=====

3.
Below is an isolated molecule of C5H5NO2 at a distorted geometry, with properties calculated with ωB97M-V/def2-TZVPD.

```
13
C5H5NO2 ωB97M-V/def2-TZVPD
C 1.4294 -0.0588 -1.2359
C -0.8941 -0.4854 -0.5661
C -1.7232 -0.0842 0.6984
C -0.9040 0.4059 1.6474
C 0.5419 0.4775 0.9874
H 0.9194 -0.4308 -2.0016
H 1.8257 0.7321 -1.4888
H 2.0668 -0.8735 -0.8949
H -2.8439 -0.4561 0.7554
H -0.9829 0.7633 2.5712
N 0.3707 0.0039 -0.2705
O -1.3942 -0.8911 -1.6491
O 1.5882 0.8972 1.4472
```

SMILES = CN1C(=O)C=CC1=O
Electronic energy = -10849.350 eV
Highest occupied orbital energy = -10.46 eV
E_LUMO = -0.0252 Ha
Frontier orbital gap = 9.78 eV
Energy relative to the best compared isomer or geometry (same formula, charge and spin) = 45.3 kcal per mole
Molar mass = 111.10 g mol⁻¹

=====

4.
Below is a 2-piece molecular cluster, CH6OS2 overall at a distorted geometry, with properties calculated with ωB97M-V/def2-TZVPD.

```
10
CH6OS2 ωB97M-V/def2-TZVPD
C -0.6797 2.5209 1.0804
S 0.1773 1.2264 0.0776
S -1.0126 1.1305 -1.5239
H -0.5861 3.5481 1.0180
H -0.3781 2.1606 2.0356
H -1.7138 2.5162 1.3548
H -2.0949 0.4510 -1.2645
H 3.0468 -6.3155 1.6537
H 1.5631 -5.8890 1.9144
O 2.2008 -6.1634 1.2434
```

SMILES = CSS.O
Electronic energy = -24851.225 eV
Highest occupied orbital energy = -9.14 eV
E_LUMO = 0.0244 Ha
Frontier orbital gap = 9.80 eV
Energy relative to the best compared isomer or geometry (same formula, charge and spin) = 23.1 kcal per mole
Molar mass = 98.19 g mol⁻¹

=====

5.
Below is a 2-piece molecular cluster, C4H13N2O2 overall, with properties calculated with ωB97M-V/def2-TZVPD.

```
21
C4H13N2O2 ωB97M-V/def2-TZVPD
C 0.2303 -1.7678 0.9619
C -0.9117 -2.4913 0.2712
C -1.7007 -1.5961 -0.6624
N -0.3507 -3.6595 -0.5082
H 0.8025 -2.4343 1.6068
H 0.9090 -1.3374 0.2281
H -0.1800 -0.9566 1.5709
H -1.5549 -2.9550 1.0104
H -1.0493 -1.1535 -1.4124
H -2.1914 -0.8062 -0.0876
H -2.4775 -2.1649 -1.1740
H 0.1265 -4.3475 0.1344
H -1.1017 -4.1765 -1.0337
H 0.3637 -3.3593 -1.2170
N 0.8808 1.6049 -0.6574
C 0.7064 2.8435 -0.0441
O 0.7205 2.8031 1.3100
O 0.5890 3.8755 -0.6343
H 0.6228 1.6561 -1.6336
H 0.4119 0.8230 -0.2191
H 0.9470 1.9181 1.6164
```

Electronic energy = -11431.749 eV
Highest occupied orbital energy (spin up / spin down) = -3.93 / -10.81 eV
E_LUMO (spin up / spin down) = 0.0100 / 0.0032 Ha
2S+1 = 2
Expectation value of S² = 0.75
Frontier orbital gap (spin up / spin down) = 4.20 / 10.89 eV
Energy relative to the best compared isomer or geometry (same formula, charge and spin) = 0.0 kcal per mole
Molar mass = 121.16 g mol⁻¹

=====

6.
Below is C29H41InN4O4S6Si3 as an isolated structure, with properties calculated with ωB97M-V/def2-TZVPD.

```
88
C29H41InN4O4S6Si3 ωB97M-V/def2-TZVPD
In -0.7125 -0.2541 -0.2692
C 1.5321 0.8971 2.3658
O 1.0042 -0.1998 1.6425
Si 0.3732 -1.6149 2.2826
C -0.5267 -1.1482 3.8670
C 1.8506 -2.6232 2.8728
C -0.6313 -2.2590 0.8676
Si -2.3013 -2.9063 1.4277
C -3.4191 -1.6450 2.2768
C -3.3436 -3.6830 0.0678
C -2.1148 -4.3028 2.7092
Si 0.2966 -3.5539 -0.1475
C 0.6331 -5.1584 0.8303
C 2.0107 -2.9307 -0.6225
C -0.6151 -4.2144 -1.6625
H 2.4266 0.6032 2.9264
H 0.7890 1.2981 3.0604
H 1.8145 1.6720 1.6578
H 0.2106 -0.7738 4.5848
H -1.0370 -1.9959 4.3273
H -1.2591 -0.3603 3.6864
H 2.4571 -1.9872 3.5265
H 2.4852 -2.9745 2.0595
H 1.5274 -3.4854 3.4621
H -3.0102 -0.6372 2.2564
H -3.5765 -1.9205 3.3235
H -4.3946 -1.6173 1.7836
H -3.5065 -2.9836 -0.7538
H -4.3191 -3.9316 0.4992
H -2.9045 -4.5982 -0.3299
H -1.4254 -4.0446 3.5171
H -1.7675 -5.2354 2.2660
H -3.0955 -4.4901 3.1591
H 1.0105 -4.9984 1.8406
H 1.3928 -5.7206 0.2751
H -0.2537 -5.7910 0.8915
H 2.8108 -3.5178 -0.1620
H 2.1408 -1.8918 -0.3135
H 2.1247 -2.9661 -1.7074
H -1.0121 -5.2170 -1.4803
H 0.0881 -4.2556 -2.4969
H -1.4276 -3.5621 -1.9753
S 3.2838 -0.1986 -2.7632
C 4.4770 -0.9306 -1.7533
C 5.4340 -1.8952 -2.0589
C 6.2454 -2.3618 -1.0428
C 6.1064 -1.8811 0.2658
C 5.1559 -0.9284 0.5715
C 4.3293 -0.4470 -0.4443
N 3.3209 0.4821 -0.2677
C 2.6953 0.6947 -1.3748
C 1.6202 1.6971 -1.5764
C 2.0181 2.8569 -2.2462
C 1.1079 3.8614 -2.5178
C -0.2106 3.6909 -2.1230
C -0.5922 2.5353 -1.4588
C 0.2992 1.4983 -1.1605
H 5.5269 -2.2819 -3.0658
H 6.9899 -3.1185 -1.2587
H 6.7456 -2.2729 1.0476
H 5.0214 -0.5570 1.5794
H 3.0534 2.9604 -2.5528
H 1.4218 4.7583 -3.0391
H -0.9488 4.4559 -2.3414
H -1.6330 2.4279 -1.1734
S -7.5470 2.6898 1.1092
C -6.0178 2.1022 0.7980
S -5.6210 1.1058 -0.5383
C -3.9107 0.8832 -0.2267
C -3.4448 1.5137 0.8790
S -1.8324 1.4833 1.5342
S -4.6486 2.4102 1.7818
S -3.0489 -0.1264 -1.3591
C -1.3026 5.0879 1.1603
N -0.7477 4.9808 2.5128
C -1.6864 4.5976 3.5648
C 0.5197 4.6122 2.6693
N 1.6448 4.3755 2.8018
H -1.9778 5.9456 1.1255
H -1.8417 4.1758 0.8955
H -0.4940 5.2337 0.4483
H -2.4351 5.3838 3.6808
H -1.1427 4.4862 4.5006
H -2.1803 3.6547 3.3178
O 0.2685 -0.1813 -3.8574
N 0.3346 -1.3082 -3.3725
O 0.7987 -2.2696 -3.9940
O -0.0651 -1.5080 -2.1742
```

Electronic energy = -138712.051 eV
Highest occupied orbital energy = -2.03 eV
E_LUMO = 0.1507 Ha
Charge = -2
Frontier orbital gap = 6.13 eV
Energy relative to the best compared isomer or geometry (same formula, charge and spin) = 0.0 kcal per mole
Molar mass = 901.15 g mol⁻¹

=====

7.
Below is an isolated molecule of C18H22N4O4 at a distorted geometry, with properties calculated with ωB97M-V/def2-TZVPD.

```
48
C18H22N4O4 ωB97M-V/def2-TZVPD
O -2.9414 -2.3039 -1.4314
O -0.2640 -0.8246 3.4368
O 3.9673 -0.5448 1.7104
N -1.1369 1.2391 -1.3165
O -2.3668 -0.4686 -0.2357
C -2.4576 -1.1646 -1.3858
C -0.4541 -0.3106 2.3450
C 2.8361 -0.5076 2.1900
C -1.7586 0.7353 -0.2826
C -0.4508 0.3405 -4.8452
C -1.0257 -0.9471 -4.8885
C -0.5183 1.0925 -3.6358
C -1.7648 -1.4270 -3.7982
C -1.1309 0.5629 -2.5153
C -1.8018 -0.6768 -2.5977
N 2.6213 0.2787 3.3241
N -1.6116 1.3989 0.9083
N 0.4848 -0.4016 1.3448
C 0.9772 -2.7592 -0.3935
C 2.2538 -0.6935 -0.9485
C -1.0900 2.7863 0.9764
C -1.6103 0.7005 2.1786
C -0.6646 2.9089 2.4531
C -1.4511 1.8559 3.2097
C 2.0314 -1.7871 0.0934
C 1.6899 -1.2420 1.4773
H 0.0391 0.7126 -5.7345
H -0.9040 -1.5808 -5.7941
H -0.0485 2.0781 -3.6036
H -2.2893 -2.3638 -3.8461
H 3.4864 0.6021 3.7690
H 1.8304 -0.0032 3.9164
H 0.3857 0.1641 0.5003
H 0.9669 -3.6063 0.2533
H 1.3021 -3.0713 -1.4070
H -0.0282 -2.3376 -0.4305
H 2.9515 0.0010 -0.5393
H 1.3556 -0.1767 -1.2242
H 2.6697 -1.0720 -1.8856
H -1.8155 3.5588 0.7643
H -0.2050 2.9232 0.3273
H -2.5798 0.2302 2.3870
H -0.9301 3.9226 2.7974
H 0.4074 2.8032 2.5648
H -0.9793 1.5706 4.1554
H -2.4473 2.2487 3.4368
H 2.9897 -2.3178 0.1306
H 1.4799 -2.1261 2.0892
```

SMILES = CC(C)[C@H](NC(=O)[C@H]1CCCN1c1nc2ccccc2c(=O)o1)C(N)=O
Electronic energy = -33175.076 eV
Highest occupied orbital energy = -8.53 eV
E_LUMO = 0.0011 Ha
Frontier orbital gap = 8.56 eV
Energy relative to the best compared isomer or geometry (same formula, charge and spin) = 44.7 kcal per mole
Molar mass = 358.40 g mol⁻¹